Record 1
DFT (ωB97M-V/def2-TZVPD) results for a 3-piece molecular cluster, C7H15NO2S overall.

Geometry as ORCA input:
```
! RIJCOSX wB97M-V def2-TZVPD def2/J DEFGRID3
* xyz 1 2
C 1.62 -0.46 3.13
C 1.77 -0.43 1.61
N 1.89 -0.41 0.47
H 2.17 0.37 3.58
H 1.99 -1.33 3.66
H 0.57 -0.26 3.33
C 2.50 1.87 -2.74
S 1.50 3.28 -2.05
O 0.51 3.75 -3.16
C 0.67 2.51 -0.65
H 3.32 1.61 -2.06
H 2.99 2.23 -3.64
H 1.77 1.11 -3.02
H 0.33 1.52 -0.95
H -0.24 3.00 -0.31
H 1.36 2.39 0.19
C -1.49 -1.26 -0.11
C -2.53 -1.92 0.86
O -2.55 -1.67 2.06
C -3.41 -2.97 0.33
H -0.78 -2.01 -0.47
H -0.94 -0.45 0.36
H -1.91 -0.79 -1.00
H -2.98 -3.96 0.18
H -3.86 -2.67 -0.62
H -4.26 -3.06 1.01
*
```

Properties
Orbital gap (spin up / spin down) ... 8.4 / 3.8 eV
<S²> ... 0.7577

Record 2
DFT (ωB97M-V/def2-TZVPD) results for a 2-piece molecular cluster, C7H15NO4S overall.

Geometry as ORCA input:
```
! RIJCOSX wB97M-V def2-TZVPD def2/J DEFGRID3
* xyz 0 1
O -1.52 -2.01 3.35
C -0.95 -0.80 3.08
N 0.03 0.20 3.12
O -0.40 1.17 3.98
S 0.94 1.35 5.06
O 0.78 2.60 5.96
O 0.84 -0.07 6.04
H 1.60 -0.64 5.69
C 0.14 1.66 -0.12
C -0.82 0.56 -0.56
C -0.12 -0.77 -0.85
C 0.91 -0.73 -1.99
C 0.36 -0.27 -3.35
C -0.72 -1.19 -3.90
H 0.87 1.90 -0.89
H -0.42 2.57 0.11
H 0.68 1.36 0.79
H -1.38 0.90 -1.44
H -1.56 0.40 0.23
H -0.88 -1.52 -1.06
H 0.39 -1.10 0.06
H 1.33 -1.74 -2.11
H 1.74 -0.08 -1.71
H 1.19 -0.24 -4.06
H -0.03 0.75 -3.28
H -0.35 -2.21 -4.02
H -1.05 -0.83 -4.88
H -1.60 -1.22 -3.25
*
```

Properties
ΔE to the lowest compared entry with this formula, charge and spin ... 5.608 eV
Orbital gap ... 9.5 eV

Record 3
DFT (ωB97M-V/def2-TZVPD) results for a 2-piece molecular cluster, C7H15NSSi overall.

Geometry as ORCA input:
```
! RIJCOSX wB97M-V def2-TZVPD def2/J DEFGRID3
* xyz 0 1
H -0.14 -5.06 3.69
N -0.06 -4.69 2.74
C 0.45 -3.55 2.95
C 0.57 -2.68 1.73
C -0.65 -2.80 0.84
C 0.43 -3.30 0.36
H 0.86 -3.20 3.94
H 0.97 -1.78 1.97
H -1.74 -2.76 0.93
H 1.04 -3.57 -0.49
C -1.15 1.25 -2.44
Si 0.20 1.45 -1.09
C -0.74 1.70 0.54
C 1.31 2.96 -1.26
S 1.62 -0.20 -0.89
H -1.71 0.44 -2.19
H -1.73 2.10 -2.41
H -0.64 0.86 -3.35
H -0.04 1.80 1.51
H -1.21 2.65 0.58
H -1.39 0.89 0.77
H 0.74 3.95 -1.28
H 2.03 3.14 -0.48
H 2.00 2.93 -2.00
H 0.63 -1.06 -0.38
*
```

Properties
ΔE to the lowest compared entry with this formula, charge and spin ... 3.001 eV
SMILES ... [H]/N=C/C1C=C1.C[Si](C)(C)S
Orbital gap ... 10.0 eV

Record 4
DFT (ωB97M-V/def2-TZVPD) results for one molecule with the formula C7H15O2P.

Geometry as ORCA input:
```
! RIJCOSX wB97M-V def2-TZVPD def2/J DEFGRID3
* xyz 0 1
C -0.96 2.02 -1.15
P -0.33 0.68 -0.38
C -1.46 -0.49 0.49
C -2.15 -1.23 -0.69
C -2.42 0.22 1.38
O 0.59 1.18 0.89
C 2.04 1.31 0.74
C 2.68 -0.10 0.67
C 2.30 -0.72 -0.70
O 0.99 -0.93 -0.86
H -1.20 1.80 -2.11
H -0.20 2.81 -1.14
H -0.79 -1.17 1.12
H -2.43 -0.43 -1.37
H -1.46 -1.98 -1.23
H -3.01 -1.72 -0.18
H -2.97 -0.37 2.26
H -3.26 0.62 0.89
H -1.92 0.95 2.05
H 2.29 1.83 1.67
H 2.47 1.99 -0.08
H 3.73 -0.11 0.82
H 2.31 -0.91 1.32
H 2.73 0.05 -1.40
H 2.81 -1.66 -0.95
*
```

Properties
ΔE to the lowest compared entry with this formula, charge and spin ... 3.019 eV
SMILES ... C=P1(C(C)C)OCCCO1
Orbital gap ... 9.0 eV

Record 5
DFT (ωB97M-V/def2-TZVPD) results for C7H16AlCl8O4S as an isolated structure.

Geometry as ORCA input:
```
! RIJCOSX wB97M-V def2-TZVPD def2/J DEFGRID3
* xyz -1 1
O 0.20 -2.62 1.65
S -0.78 -1.60 1.33
O -1.93 -2.13 0.65
C -0.01 -0.37 0.38
Al -0.54 1.54 0.91
O 1.06 2.37 1.10
C 1.53 1.82 2.28
C 0.34 1.55 3.27
O -0.90 1.81 2.65
H -1.17 -0.98 2.47
H 1.06 -0.54 0.49
H -0.25 -0.52 -0.67
H -1.56 2.10 -0.17
H 2.02 0.84 2.16
H 2.31 2.44 2.73
H 0.28 0.51 3.61
H 0.52 2.14 4.17
C -3.04 -3.25 -2.29
Cl -4.30 -2.04 -2.58
Cl -2.14 -3.59 -3.78
H -2.36 -2.87 -1.54
H -3.51 -4.16 -1.95
C -4.41 -1.07 -6.27
Cl -4.65 0.68 -6.33
Cl -3.44 -1.64 -7.63
H -3.90 -1.32 -5.35
H -5.38 -1.55 -6.30
C 3.63 -2.67 -0.21
Cl 3.32 -2.68 -1.96
Cl 3.17 -1.15 0.53
H 3.05 -3.47 0.25
H 4.69 -2.83 -0.06
C 3.40 5.16 3.19
Cl 2.31 4.92 4.55
Cl 4.70 3.95 3.16
H 2.84 5.07 2.27
H 3.85 6.14 3.27
*
```

Properties
ΔE to the lowest compared entry with this formula, charge and spin ... 0.281 eV
Orbital gap ... 8.0 eV

Record 6
DFT (ωB97M-V/def2-TZVPD) results for an isolated ion of composition C7H16BrN2 and charge +1.

Geometry as ORCA input:
```
! RIJCOSX wB97M-V def2-TZVPD def2/J DEFGRID3
* xyz 1 1
C -1.26 -2.83 0.09
C -2.13 -1.50 0.26
N -1.32 -0.34 0.46
C -0.57 0.21 -0.45
N -0.50 -0.32 -1.62
C 0.22 1.55 0.16
C 0.82 2.40 -1.00
Br -1.25 2.64 0.98
C 1.23 1.07 1.21
C 2.34 0.14 0.59
H -1.08 -3.29 1.00
H -1.81 -3.56 -0.53
H -0.24 -2.51 -0.32
H -2.73 -1.39 -0.63
H -2.73 -1.28 1.21
H -1.30 0.08 1.30
H 0.12 0.01 -2.38
H -0.90 -1.23 -1.72
H 0.02 2.77 -1.56
H 1.41 3.12 -0.54
H 1.52 1.83 -1.42
H 1.61 2.06 1.63
H 0.79 0.47 1.95
H 1.93 -0.91 0.58
H 3.23 0.15 1.12
H 2.58 0.66 -0.37
*
```

Properties
ΔE to the lowest compared entry with this formula, charge and spin ... 0.000 eV
SMILES ... CCNC(=[NH2+])[C@@](C)(Br)CC
Orbital gap ... 11.0 eV

Record 7
DFT (ωB97M-V/def2-TZVPD) results for a 3-piece molecular cluster, C7H16ClN4 overall.

Geometry as ORCA input:
```
! RIJCOSX wB97M-V def2-TZVPD def2/J DEFGRID3
* xyz 1 1
C -2.09 1.26 0.40
C -3.16 0.73 -0.23
C -1.17 0.15 0.60
C -3.69 -1.53 -1.24
C 1.17 0.88 -1.57
C 3.21 1.04 1.20
C 3.04 0.32 -0.20
N -1.78 -0.93 0.15
N -3.01 -0.63 -0.29
N 2.26 0.46 2.10
N 1.62 0.29 -0.49
Cl 0.84 -2.76 -0.03
H -1.75 2.32 0.45
H -4.05 1.15 -0.55
H -4.09 -1.02 -2.14
H -2.97 -2.40 -1.49
H -4.57 -1.92 -0.74
H 1.89 1.53 -2.06
H 0.19 0.80 -1.78
H 4.32 0.92 1.50
H 2.97 2.02 0.92
H 3.40 -0.69 -0.03
H 3.45 0.88 -1.15
H -1.57 -1.89 0.51
H -0.44 0.11 1.19
H 2.45 0.73 3.01
H 2.48 -0.52 2.24
H 1.05 -1.31 -0.28
*
```

Properties
ΔE to the lowest compared entry with this formula, charge and spin ... 0.648 eV
Orbital gap ... 9.2 eV

Record 8
DFT (ωB97M-V/def2-TZVPD) results for a 2-piece molecular cluster, C7H16ClNO3 overall.

Geometry as ORCA input:
```
! RIJCOSX wB97M-V def2-TZVPD def2/J DEFGRID3
* xyz 0 1
C 2.56 -2.55 -0.40
O 1.75 -1.53 0.15
C 0.80 -0.97 -0.73
C -0.48 -1.82 -0.93
Cl -0.46 -2.65 -2.53
O -0.71 -2.65 0.17
C -0.67 -4.06 0.04
H 2.58 -3.40 0.28
H 2.19 -2.91 -1.36
H 3.58 -2.18 -0.55
H 1.26 -0.76 -1.69
H 0.50 -0.03 -0.29
H -1.31 -1.13 -0.99
H -0.79 -4.46 1.04
H 0.28 -4.42 -0.34
H -1.49 -4.44 -0.57
C 0.23 3.92 1.72
N 0.16 3.01 0.60
C -0.92 2.65 -0.13
C -2.25 3.26 0.24
O -0.81 1.85 -1.05
H 0.90 4.75 1.50
H 0.59 3.41 2.61
H -0.76 4.33 1.94
H 1.02 2.56 0.30
H -3.01 2.88 -0.44
H -2.52 3.01 1.26
H -2.21 4.35 0.14
*
```

Properties
SMILES ... COC[C@@H](Cl)OC.CNC(C)=O
Orbital gap ... 10.1 eV

no.,electronic energy (eV)
1,-23912.2551
2,-28011.4220
3,-27702.2517
4,-20882.8493
5,-133323.1747
6,-80533.9334
7,-25991.9554
8,-27672.5275